ORCA calculation (ωB97M-V/def2-TZVPD) on an isolated ion of composition BrH2NO2P and charge -1 in a non-equilibrium geometry.

Results
Frontier orbital gap ... 8.8 eV
SMILES ... N[P@](=O)([O-])Br
Total charge ... -1
E_HOMO ... -5.193 eV

Each line ends with the natural charge from an NBO analysis.
Geometry (Å):
N (1.015, 0.509, -0.225)  -1.155
O (-0.648, -0.960, 1.265)  -1.154
O (-0.619, -1.127, -1.365)  -1.145
P (-0.500, -0.303, -0.078)  2.130
Br (-1.815, 1.499, -0.037)  -0.402
H (1.418, -0.416, -0.330)  0.362
H (1.150, 0.798, 0.769)  0.363

ORCA calculation (ωB97M-V/def2-TZVPD) on a 2-piece molecular cluster, BrH2NOS overall in a non-equilibrium geometry.

Results
Frontier orbital gap (alpha / beta) ... 7.8 / 7.8 eV
<S²> ... 2.028
E_HOMO (alpha / beta) ... -7.939 / -11.026 eV
Spin multiplicity ... 3

Each line ends with the Löwdin spin population.
Geometry (Å):
N (-1.454, 0.329, -0.187)  0.989
O (1.363, -1.328, -0.447)  0.000
S (-1.135, 1.675, 0.144)  0.580
Br (-2.352, 2.641, 1.802)  0.431
H (1.698, -1.351, -1.401)  0.000
H (1.880, -1.966, 0.087)  0.000

ORCA calculation (ωB97M-V/def2-TZVPD) on a 2-piece molecular cluster, BrH2NOS2 overall in a non-equilibrium geometry.

Results
Frontier orbital gap ... 9.1 eV
SMILES ... N=S(=O)=S.Br
E_HOMO ... -10.237 eV

Each line ends with the natural charge from an NBO analysis.
Geometry (Å):
N (0.251, 1.892, 0.356)  -1.035
O (-0.294, -0.530, -0.250)  -0.892
S (-1.124, 0.235, 2.364)  -0.224
S (-0.346, 0.584, 0.702)  1.744
Br (0.592, -2.866, -1.686)  -0.241
H (0.627, 2.402, -0.401)  0.440
H (0.295, -1.718, -1.084)  0.209

ORCA calculation (ωB97M-V/def2-TZVPD) on a 2-piece molecular cluster, BrH2OP overall in a non-equilibrium geometry.

Results
Frontier orbital gap ... 8.7 eV
SMILES ... O=P.Br
E_HOMO ... -10.274 eV

Each line ends with the natural charge from an NBO analysis.
Geometry (Å):
O (0.628, 0.600, 0.001)  -0.987
P (1.891, -0.151, -0.058)  1.163
Br (-2.478, 0.574, -0.013)  -0.242
H (-1.146, 0.419, 0.077)  0.216
H (1.104, -1.442, -0.007)  -0.150

ORCA calculation (ωB97M-V/def2-TZVPD) on a 2-piece molecular cluster, BrH2PS overall.

Results
Frontier orbital gap (alpha / beta) ... 8.2 / 6.4 eV
E_HOMO (alpha / beta) ... -9.478 / -8.992 eV

Each line ends with the natural charge from an NBO analysis.
Geometry (Å):
P (-2.720, -0.327, 0.221)  0.119
S (3.075, -1.179, -0.176)  -0.012
Br (3.779, 0.810, 0.034)  0.012
H (-2.094, 0.010, -0.979)  -0.060
H (-2.041, 0.686, 0.900)  -0.059

ORCA calculation (ωB97M-V/def2-TZVPD) on BrH2PS2 as an isolated structure in a non-equilibrium geometry.

Results
Frontier orbital gap ... 7.7 eV
E_HOMO ... -9.186 eV

Each line ends with the natural charge from an NBO analysis.
Geometry (Å):
P (0.655, 0.200, 1.165)  0.536
S (-0.601, 1.684, 0.383)  -0.269
S (-0.525, -2.042, 0.086)  -0.370
Br (2.388, 0.375, -0.059)  -0.152
H (-0.538, 1.285, -0.898)  0.156
H (-1.379, -1.503, -0.678)  0.100

ORCA calculation (ωB97M-V/def2-TZVPD) on BrH4N2OP as an isolated structure in a non-equilibrium geometry.

Results
Frontier orbital gap (alpha / beta) ... 7.5 / 7.6 eV
E_HOMO (alpha / beta) ... -8.472 / -8.512 eV

Each line ends with the natural charge from an NBO analysis.
Geometry (Å):
N (0.693, 1.176, 1.538)  -0.916
N (-1.152, -0.434, -0.424)  -1.181
O (1.305, -1.023, -0.229)  -1.015
P (0.371, 0.232, -0.462)  1.621
Br (0.996, 0.599, -2.551)  -0.148
H (-0.329, 1.159, 1.880)  0.282
H (-1.822, -0.202, -1.071)  0.403
H (-1.496, -0.356, 0.541)  0.412
H (1.434, -1.151, 0.779)  0.542

ORCA calculation (ωB97M-V/def2-TZVPD) on BrH5Si2 as an isolated structure in a non-equilibrium geometry.

Results
Frontier orbital gap ... 8.1 eV
E_HOMO ... -8.861 eV

Each line ends with the natural charge from an NBO analysis.
Geometry (Å):
Si (-1.495, -0.433, -0.024)  0.405
Si (1.314, 0.372, -0.025)  0.669
Br (1.577, 1.996, 1.584)  -0.345
H (-0.811, -1.627, 0.644)  -0.151
H (-2.770, -0.124, 0.657)  -0.117
H (-1.711, -0.711, -1.606)  -0.119
H (2.244, -0.744, -0.186)  -0.150
H (1.653, 1.271, -1.045)  -0.192